Density functional theory data (the ωB97M-V functional and the def2-TZVPD basis) for a molecular structure, C37H45BrClN9O4SSc at a distorted geometry.

Last column: Löwdin charge in e.
CARTESIAN COORDINATES (ANGSTROEM)
Sc -0.753392 -0.176847 0.736901  0.453
C 4.468216 -0.709357 2.446053  -0.050
N 3.301531 0.122370 2.261183  -0.171
C 3.519237 1.552435 2.293213  -0.042
C 2.140712 -0.389213 1.725490  -0.295
N 0.902408 -0.167450 2.136762  0.063
C 0.534866 0.575652 3.284304  -0.220
C 1.258099 0.494767 4.472973  -0.029
C 0.832833 1.132093 5.629432  -0.100
C -0.365700 1.827727 5.634159  -0.101
C -1.130350 1.883134 4.480116  -0.036
C -0.695229 1.299125 3.288345  -0.221
N -1.553047 1.268183 2.163177  -0.012
C -2.218486 2.370284 1.565687  -0.238
N -3.182997 2.155281 0.464703  -0.030
C -3.467747 0.600922 0.032234  -0.476
C -3.223671 3.056704 -0.663911  -0.052
N -2.107928 3.712493 1.844113  -0.161
C -3.238598 4.411201 2.415164  -0.062
C -0.813038 4.301284 2.111902  -0.047
N 2.358784 -1.253805 0.650046  -0.022
C 3.015380 -0.700415 -0.523775  -0.163
C 1.219296 -2.177414 0.310763  -0.141
H 5.046319 -0.346266 3.299714  0.088
H 5.124670 -0.707528 1.566248  0.073
H 4.178482 -1.736277 2.659860  0.097
H 3.918692 1.859192 3.264708  0.086
H 2.595706 2.100712 2.116499  0.093
H 4.237242 1.845249 1.517015  0.090
H 2.155719 -0.107997 4.505680  0.112
H 1.420109 1.048237 6.535694  0.093
H -0.725932 2.292420 6.544194  0.095
H -2.102728 2.362153 4.505443  0.107
H -3.794209 -0.127275 1.094413  -0.067
H -2.476944 0.129770 -0.485728  0.103
H -4.299488 0.515518 -0.650054  0.161
H -3.449065 4.083354 -0.362440  0.068
H -4.012751 2.748056 -1.350821  0.088
H -2.269163 3.041443 -1.197455  0.088
H -4.175884 3.912864 2.170313  0.091
H -3.288985 5.431366 2.024757  0.085
H -3.155990 4.465086 3.509974  0.082
H -0.023816 3.738905 1.615595  0.098
H -0.595781 4.357650 3.186093  0.080
H -0.791619 5.319814 1.714132  0.087
H 4.044931 -0.142274 -0.270111  0.127
H 2.388895 0.010470 -0.972679  0.077
H 3.176831 -1.474408 -1.198246  0.050
H 0.872389 -2.690850 1.213206  0.076
H 1.574364 -2.939679 -0.367758  0.066
H 0.358711 -1.650792 -0.167539  -0.051
N -3.326597 -2.726267 -1.732605  0.132
C -2.656764 -3.589313 -2.617805  -0.218
C -3.395829 -4.425899 -3.439094  -0.035
C -2.766561 -5.293686 -4.325789  -0.106
C -1.385790 -5.328132 -4.393245  -0.106
C -0.635816 -4.493302 -3.571197  -0.091
C -1.260178 -3.626508 -2.686422  -0.342
S -0.261712 -2.590615 -1.668152  1.136
N -1.397599 -1.698824 -0.754231  -0.245
C -2.721175 -1.855176 -0.873497  -0.221
C -3.692909 -1.012782 0.016902  -0.206
C -5.118570 -1.056381 0.026865  -0.054
C -5.851053 -0.167372 0.932234  -0.085
C -5.207420 0.786700 1.869069  -0.052
C -3.828084 0.840183 1.893863  -0.083
N -2.931742 -0.039091 0.976210  -0.105
H -4.328391 -2.780864 -1.759325  0.125
H -4.479995 -4.411925 -3.398282  0.109
H -3.358004 -5.940560 -4.960956  0.096
H -0.888054 -6.000687 -5.080062  0.097
H 0.447029 -4.523810 -3.624984  0.111
H -5.681106 -1.718945 -0.613481  0.096
H -6.930640 -0.215183 0.919098  0.063
H -5.784308 1.420338 2.522165  0.099
H -3.283132 1.455744 2.529237  0.093
Br -1.712260 -1.930672 2.496894  0.182
C 3.603531 -0.110230 -5.134923  -0.033
C 4.337738 -0.060548 -3.826033  -0.199
C 5.453613 0.787127 -3.707228  -0.094
C 6.168205 0.871787 -2.527023  -0.682
Cl 7.556388 1.923266 -2.454750  0.625
C 5.823331 0.137358 -1.406527  -0.120
C 4.704719 -0.715800 -1.466589  -0.125
C 3.919105 -0.789631 -2.739253  -0.169
O 2.817856 -1.687993 -2.791443  -0.113
C 1.397022 -1.124158 -2.957240  -0.060
C 0.980781 0.087914 -2.004169  -0.539
O 0.818867 1.141506 -2.586912  0.090
O 0.804470 -0.132761 -0.697854  -0.294
H 4.263920 0.167826 -5.957661  0.075
H 2.761470 0.584716 -5.124145  0.090
H 3.240229 -1.116843 -5.343744  0.082
H 5.757162 1.387991 -4.554243  0.099
H 6.389962 0.222935 -0.487492  0.099
H 4.413734 -1.339544 -0.503168  0.144
H 0.705609 -1.957283 -2.711121  -0.102
H 1.230204 -0.885497 -4.007453  0.112
O -1.443097 1.002860 -0.474159  -0.367

Force components x, y, z for each atom (eV/Å):
Sc 0.96 0.46 -0.89
C 0.03 -0.05 -0.33
N -0.28 0.45 0.33
C 0.07 0.09 0.21
C -1.00 -0.58 -0.44
N 2.19 0.90 -0.21
C 0.04 -0.15 0.45
C -0.09 0.15 0.10
C -0.01 -0.02 0.02
C -0.02 0.00 0.05
C 0.33 0.08 0.05
C -0.58 0.52 -0.03
N 2.03 4.81 -1.29
C 0.94 -1.09 -3.39
N 2.87 1.49 2.46
C 0.68 11.53 -13.19
C 0.45 0.77 0.25
N 0.64 -0.20 0.39
C -0.15 0.17 -0.07
C 0.13 0.04 0.39
N -1.34 -0.84 1.63
C -2.03 3.21 5.17
C 1.36 -0.34 2.11
H -0.06 0.13 -0.02
H 0.13 -0.04 0.06
H -0.07 0.03 -0.11
H -0.03 0.03 0.01
H -0.07 -0.15 0.01
H 0.01 0.00 -0.01
H 0.01 0.02 -0.10
H -0.01 -0.01 -0.01
H 0.00 0.00 -0.01
H 0.01 0.03 -0.09
H -13.12 -5.17 5.66
H 1.18 4.31 -4.05
H -0.71 2.71 0.81
H -0.07 -0.01 0.03
H -0.03 -0.23 0.16
H -0.01 -0.10 -0.03
H 0.12 -0.11 -0.12
H 0.03 0.00 0.02
H 0.04 0.06 0.01
H -0.11 -0.12 0.01
H 0.08 -0.04 0.00
H -0.10 -0.02 -0.05
H -4.39 0.69 1.60
H 1.08 1.11 0.10
H -1.91 -1.25 0.89
H 0.16 0.08 0.08
H 0.55 0.13 0.13
H 2.24 -1.16 1.53
N 0.10 -0.07 -0.39
C -0.01 0.00 -0.13
C -0.05 -0.09 -0.05
C 0.09 -0.01 -0.01
C -0.03 0.00 -0.04
C -0.07 -0.05 -0.06
C -0.17 0.33 0.09
S -6.08 -3.94 1.68
N -3.96 -1.41 -0.52
C 0.51 0.87 2.71
C 0.84 -9.64 -3.58
C -0.45 0.94 3.28
C 0.82 -0.13 -0.40
C 0.13 -3.34 -1.86
C -5.91 -1.03 5.65
N 7.64 -3.24 5.73
H -0.01 0.14 0.23
H 0.01 0.07 0.08
H -0.03 0.02 0.03
H 0.01 0.02 0.01
H -0.01 0.03 0.09
H 0.13 -0.14 0.01
H 0.03 -0.11 0.01
H 0.11 0.10 -0.02
H -0.69 -0.81 1.39
Br 0.19 -1.37 1.19
C 0.03 -0.10 -0.14
C 0.09 0.39 0.13
C 0.20 0.04 0.02
C -0.56 0.10 -0.17
Cl 0.12 0.10 0.02
C -0.28 -0.33 -0.42
C 4.58 -2.74 -2.62
C 0.59 -0.57 1.09
O -0.19 1.00 -1.38
C 2.38 0.47 -0.64
C -1.40 0.05 0.38
O 0.24 0.12 0.15
O -1.34 2.10 -4.71
H 0.04 0.09 0.08
H -0.07 -0.09 0.00
H -0.13 0.05 0.09
H 0.00 -0.04 -0.02
H 0.15 -0.12 -0.09
H 5.03 -1.24 -3.69
H 2.84 1.86 -2.15
H 0.39 0.62 0.13
O 1.99 -1.20 -1.46

Properties
Frontier orbital gap   5.513 eV
Multiplicity   1
E_HOMO   -3.08 eV
Total charge   -1
Maximum force   17.54 eV Å⁻¹
Energy above the lowest of the compared OMol25 structures with the same formula, charge and spin   3043.5 kJ/mol
Lowest unoccupied orbital energy   2.433 eV